ORCA calculation (ωB97M-V/def2-TZVPD) on a molecular structure, C16H11Cl2N4O4Tc at a distorted geometry.

```
38
Properties=species:S:1:pos:R:3:forces:R:3:nbo_charge:R:1
Tc -0.7625 -0.3486 -0.3295 0.21 -0.19 0.26 0.72
O 4.0411 -2.4172 3.5961 -0.22 0.03 0.13 -0.65
C 4.2932 -2.2020 2.2945 0.20 0.05 -0.27 0.79
O 5.2758 -2.6776 1.7948 -0.04 -0.02 0.03 -0.57
C 3.3393 -1.3666 1.5041 0.62 -1.19 0.67 -0.48
C 3.5350 -1.4740 0.1346 -1.48 0.54 -0.45 0.09
N 2.8923 -1.0473 -0.9819 0.86 0.13 0.82 -0.41
N 1.5625 0.2846 1.8989 -0.29 -0.93 3.24 -0.39
C 2.2950 -0.6035 2.1141 0.58 1.43 -1.77 0.25
C -0.1543 -2.0261 2.6229 -0.94 -0.93 0.63 1.10
O 0.2328 -2.5408 3.5747 0.50 0.57 -0.36 -0.42
O -0.7476 -1.6446 1.6871 0.39 0.47 -0.57 -0.61
H 3.1736 -2.0961 3.8706 0.02 0.10 -0.01 0.48
H 4.3223 -2.1627 -0.1717 0.14 0.02 0.03 0.30
H -0.7015 -0.7096 -1.8671 0.03 -0.37 -0.35 -0.01
C -5.4850 -1.4279 -0.4440 -0.06 -0.04 0.01 -0.13
C -4.5487 -2.3855 -0.0881 0.02 0.01 0.00 -0.22
C -3.2168 -2.0298 -0.0567 -0.04 0.05 -0.06 0.04
N -2.7945 -0.7944 -0.3737 -0.30 -0.03 0.19 -0.45
C -3.7028 0.1317 -0.7238 0.05 -0.04 -0.01 0.06
C -5.0531 -0.1514 -0.7620 0.04 0.03 -0.02 -0.22
H -6.5374 -1.6751 -0.4721 0.00 0.00 0.00 0.24
H -4.8395 -3.3937 0.1677 0.00 0.00 0.00 0.25
H -2.4582 -2.7469 0.2300 -0.03 -0.02 -0.04 0.21
H -3.3058 1.1061 -0.9704 -0.04 0.02 0.00 0.24
H -5.7498 0.6250 -1.0426 0.00 0.00 0.00 0.25
Cl -1.5784 4.1235 -1.5334 -0.07 0.00 0.01 0.08
C 0.0211 3.5128 -1.4739 0.15 -0.13 0.02 0.01
C 1.0905 4.3139 -1.8582 -0.09 0.06 -0.01 -0.21
C 2.3929 3.8388 -1.8498 0.21 -0.09 0.02 -0.14
C 2.6901 2.5356 -1.4404 -0.34 0.60 0.01 -0.22
C 1.5873 1.8294 -1.0637 0.21 -1.53 -0.03 0.01
Cl 1.6469 0.1550 -0.4271 -0.12 -0.04 -1.79 0.59
C 0.2528 2.1901 -1.0691 -0.43 0.97 -0.50 0.00
N -0.7887 1.3145 -0.7473 0.27 0.52 0.22 -0.34
H 0.8850 5.3262 -2.1768 0.02 0.00 0.00 0.25
H 3.1996 4.4889 -2.1592 -0.02 0.02 -0.01 0.25
H 3.6956 2.1453 -1.4075 -0.02 -0.09 0.00 0.27
```
Positions in Å, forces in eV/Å.

Relative energy (zero: lowest compared OMol25 entry of this formula, charge and spin) in kcal per mole: 0.00
Charge: +1
Expectation value of S²: 0.76
Highest occupied orbital energy (spin up / spin down) in eV: -11.8 / -11.8
Kohn-Sham gap (spin up / spin down) in eV: 7.31 / 7.32
2S+1: 2

ORCA calculation (ωB97M-V/def2-TZVPD) on a single C16H11N3O2S2 molecule at a distorted geometry.

```
34
Properties=species:S:1:pos:R:3:forces:R:3:nbo_charge:R:1
O 4.1930 -0.6323 -3.7617 0.04 0.08 -0.12 -0.54
C 3.6679 -1.0796 -2.7804 0.40 -0.42 0.08 0.69
N 2.5125 -0.6222 -2.2189 -0.75 0.71 -0.07 -0.64
C 2.0269 -1.2301 -1.0957 0.09 0.12 -0.26 0.36
N 0.9730 -0.9372 -0.4437 0.13 -0.28 0.29 -0.61
C 0.1675 0.1212 -0.8428 0.69 -0.17 -0.10 0.79
O 0.3717 0.8264 -1.8210 -0.12 0.24 -0.21 -0.66
N -0.8734 0.3200 0.0132 -0.21 0.26 0.10 -0.48
C -1.1093 -0.5056 1.1352 -0.19 -0.45 0.56 0.22
C -1.1572 -1.8879 1.0067 -0.19 -0.03 0.12 -0.20
C -1.3639 -2.6846 2.1174 0.00 0.00 -0.11 -0.22
C -1.5511 -2.1097 3.3643 0.04 0.04 0.11 -0.20
C -1.5536 -0.7345 3.4955 0.02 -0.06 -0.05 -0.21
C -1.3381 0.0670 2.3835 0.02 0.25 -0.20 -0.21
S -1.3632 1.8264 2.5714 0.14 -0.09 -0.22 0.32
C -2.0011 2.2455 0.9740 0.14 -0.21 0.16 -0.20
C -2.7938 3.3756 0.8387 0.03 -0.04 -0.06 -0.22
C -3.2957 3.7207 -0.4021 0.02 0.08 0.03 -0.20
C -3.0253 2.9249 -1.5030 0.01 -0.06 -0.02 -0.20
C -2.2435 1.7913 -1.3699 -0.06 -0.01 0.02 -0.21
C -1.7075 1.4545 -0.1342 -0.33 0.48 -0.17 0.21
H -2.0244 1.1742 -2.2257 0.01 -0.03 -0.05 0.23
H -3.4234 3.1851 -2.4715 -0.04 0.02 -0.09 0.22
H -3.9022 4.6071 -0.5063 -0.06 0.08 -0.01 0.22
H -2.9999 3.9778 1.7100 -0.09 0.06 0.09 0.22
H -1.7149 -0.2665 4.4543 -0.07 0.02 0.11 0.22
H -1.7076 -2.7309 4.2327 -0.02 -0.06 0.08 0.22
H -1.3811 -3.7577 2.0071 -0.01 -0.10 -0.02 0.22
H -1.0103 -2.3296 0.0347 -0.02 -0.05 -0.04 0.23
S 3.0552 -2.5496 -0.5965 0.12 -0.07 -0.01 0.31
C 4.2010 -2.2558 -1.9732 0.08 -0.27 0.22 -0.64
H 5.1951 -2.0285 -1.5876 -0.06 0.07 -0.11 0.26
H 4.2668 -3.1455 -2.5996 0.00 0.13 -0.06 0.26
H 1.9539 0.1699 -2.5631 0.25 -0.23 0.01 0.47
```
Positions in Å, forces in eV/Å.

Relative energy (zero: lowest compared OMol25 entry of this formula, charge and spin) in kcal per mole: 0.00
SMILES string: O=C1CS/C(=N/C(=O)N2c3ccccc3Sc3ccccc32)N1
Charge: 0
Highest occupied orbital energy in eV: -8.1
Kohn-Sham gap in eV: 8.38
2S+1: 1

ORCA calculation (ωB97M-V/def2-TZVPD) on a gas-phase ion, C16H11N4O6 (charge -1) at a distorted geometry.

```
37
Properties=species:S:1:pos:R:3:forces:R:3:nbo_charge:R:1
N 3.2932 4.1601 1.3187 -1.49 -1.88 0.65 -0.35
C 2.5925 3.2636 1.5980 1.39 1.89 -0.81 0.30
C 1.7426 2.1515 1.9154 -0.43 -0.41 -0.09 -0.21
C 0.4058 2.3497 2.2908 -0.13 0.04 0.24 -0.16
C -0.3692 1.2695 2.7115 0.46 0.08 0.04 -0.21
C 0.1833 -0.0177 2.7527 -0.32 -0.35 -0.20 0.03
C -0.6267 -1.1722 3.3393 0.22 -0.08 -1.37 -0.32
C -0.3004 -2.5073 2.7728 -0.57 -1.04 -0.64 -0.32
N -1.3229 -3.4292 2.7296 0.77 0.76 -0.68 0.45
O -1.1019 -4.6520 2.5046 -0.05 0.73 -0.04 -0.55
O -2.5038 -2.9985 2.8893 -0.20 -0.47 0.61 -0.59
C 1.4719 -0.2374 2.2568 0.22 0.62 -0.07 -0.16
C 2.2442 0.8499 1.8335 0.08 -0.47 0.25 -0.15
H -0.0100 3.3587 2.2772 0.14 -0.29 0.06 0.22
H -1.3958 1.4201 3.0618 0.38 0.00 -0.20 0.22
H -1.6925 -0.9777 3.1626 0.11 0.03 0.03 0.26
H 0.5303 -2.7043 2.1090 -0.01 -0.28 0.51 0.20
H 1.8967 -1.2440 2.2398 -0.18 0.46 0.03 0.23
H 3.2600 0.6778 1.4727 -0.28 0.13 0.15 0.22
O 1.5593 -5.7724 6.1813 -2.37 -0.28 0.26 -0.38
N 0.3270 -5.9350 6.3225 1.50 -1.98 0.33 0.51
O -0.1977 -7.0341 6.6253 1.18 1.80 -0.52 -0.41
C -0.5566 -4.8226 6.1544 -0.95 1.99 -0.32 -0.01
C -1.9182 -4.9901 6.4373 0.45 0.10 0.01 -0.16
C -2.7703 -3.8969 6.3050 0.09 0.20 -0.13 -0.23
C -2.2944 -2.6643 5.8296 0.59 -0.22 -0.21 -0.12
C -0.9289 -2.5024 5.4925 -0.56 -0.38 0.55 -0.06
C -0.4787 -1.1992 4.8484 0.59 0.24 1.50 -0.09
N 1.0075 -0.8657 5.2213 0.57 0.38 0.64 0.52
O 1.2019 0.2669 5.7087 -0.22 -2.06 -0.92 -0.39
O 1.9020 -1.7015 5.0059 -1.54 1.87 0.24 -0.38
C -0.0631 -3.5731 5.7027 0.06 -1.02 -0.15 -0.09
H -2.2536 -5.9757 6.7583 -0.05 0.41 -0.09 0.24
H -3.8309 -4.0203 6.5404 0.39 0.10 -0.14 0.22
H -2.9825 -1.8297 5.6559 0.21 -0.38 0.12 0.22
H -1.0499 -0.3622 5.2617 0.39 -0.06 0.23 0.23
H 0.9903 -3.4765 5.4475 -0.44 -0.20 0.13 0.27
```
Positions in Å, forces in eV/Å.

Relative energy (zero: lowest compared OMol25 entry of this formula, charge and spin) in kcal per mole: 0.00
SMILES string: N#Cc1ccc([C@@H](C=[N+]([O-])[O-])[C@@H](c2cccc([N+](=O)[O-])c2)[N+](=O)[O-])cc1
Charge: -1
Highest occupied orbital energy in eV: -4.1
Kohn-Sham gap in eV: 5.92
2S+1: 1

ORCA calculation (ωB97M-V/def2-TZVPD) on a molecular structure, C16H12AlN5O2S2Se2.

```
40
Properties=species:S:1:pos:R:3:forces:R:3:nbo_charge:R:1
Al 0.1680 -0.4856 -0.3921 -0.78 0.35 0.21 1.60
S 0.3807 0.8810 -2.2486 0.01 -0.15 0.02 -0.22
C -1.2353 0.2793 -2.4919 -0.18 0.33 -0.13 -0.19
S -1.5948 -1.2535 -1.7505 0.14 -0.05 0.01 -0.28
C -2.2114 1.0273 -3.1012 0.11 -0.18 0.09 -0.45
C -1.9629 2.3495 -3.5639 0.10 0.25 -0.07 0.30
N -1.7859 3.4376 -3.8982 -0.01 -0.07 0.02 -0.33
C -3.5619 0.5777 -3.1333 -0.24 -0.10 0.01 0.30
N -4.6620 0.2358 -3.1118 0.07 0.03 -0.01 -0.34
Se 1.0452 2.9051 0.5894 0.01 0.17 -0.31 0.25
Se 1.7372 1.7011 2.4098 0.23 -0.22 0.22 0.20
C 2.5673 0.2525 1.4468 -0.19 0.18 0.03 0.08
C 3.8904 -0.0046 1.5705 -0.07 0.14 0.15 -0.38
C 4.4557 -0.9910 0.6828 -0.04 -0.06 -0.07 -0.15
C 3.6665 -1.8081 -0.0245 -0.09 -0.05 -0.13 -0.26
C 2.2017 -1.7753 0.2605 0.87 -0.02 0.44 0.27
N 1.7341 -0.4765 0.6675 0.20 -0.26 -0.28 -0.88
C -0.7713 2.3250 0.4270 -0.09 0.02 0.06 0.09
C -1.7103 3.3132 0.1665 0.11 0.02 0.02 -0.27
C -3.0437 2.9684 0.0603 0.00 -0.12 0.03 -0.11
C -3.4066 1.6504 0.2998 -0.06 0.11 -0.01 -0.25
C -2.4106 0.7283 0.5321 0.04 0.07 0.07 0.07
N -1.0972 1.0287 0.5388 -0.06 -0.04 -0.17 -0.61
H 4.5111 0.5980 2.2149 0.01 0.01 -0.04 0.24
H 5.5304 -1.0234 0.5588 0.00 -0.03 -0.01 0.23
H 4.0437 -2.5260 -0.7425 0.05 -0.01 0.06 0.22
H 1.6992 -2.6467 -1.5163 -0.13 0.12 -0.21 0.54
H -1.3783 4.3347 0.0424 -0.04 0.00 0.03 0.24
H -3.7874 3.7157 -0.1808 0.00 0.00 0.00 0.24
H -4.4378 1.3312 0.2588 0.02 -0.03 0.01 0.25
H -2.6725 -0.3086 0.6743 0.01 -0.04 -0.10 0.21
N -0.5304 -1.9102 1.1186 -0.01 -0.08 -0.11 -0.86
C 0.4742 -2.4958 2.0331 0.09 -0.08 0.10 -0.33
C 1.7738 -2.8363 1.3173 -0.21 0.12 -0.25 0.56
O 2.4288 -3.8051 1.5808 -0.01 0.00 0.05 -0.49
O 1.3475 -2.0108 -0.8851 0.24 -0.35 0.31 -0.76
H -1.2676 -1.5019 1.6838 -0.02 0.06 -0.05 0.40
H -0.9663 -2.6507 0.5756 -0.05 -0.02 0.03 0.40
H 0.1038 -3.3831 2.5467 0.03 -0.01 -0.03 0.22
H 0.7350 -1.7473 2.7841 -0.07 0.02 0.01 0.24
```
Positions in Å, forces in eV/Å.

Relative energy (zero: lowest compared OMol25 entry of this formula, charge and spin) in kcal per mole: 40.53
Charge: 0
Highest occupied orbital energy in eV: -8.2
Kohn-Sham gap in eV: 7.47
2S+1: 1

- Which formula does entry 1 have?
  C16H11Cl2N4O4Tc

- What is the formula in the first record?
  C16H11Cl2N4O4Tc

- Which value of 2S+1 does entry 1 give?
  2